Record 1
Formula: C23H23ClF3N3OS2Zr
Source: the Open Molecules 2025 dataset
Level of theory: ωB97M-V/def2-TZVPD

Positions of all 57 atoms, in Å:
Zr (-0.767, -1.494, -0.716)
C (-2.260, -3.538, -1.100)
C (-1.091, -4.006, -0.468)
C (-0.011, -3.845, -1.367)
C (-0.511, -3.248, -2.541)
C (-1.904, -3.058, -2.376)
H (-3.239, -3.468, -0.652)
H (-1.023, -4.375, 0.543)
H (1.016, -4.108, -1.172)
H (0.068, -2.973, -3.410)
H (-2.567, -2.581, -3.080)
F (-3.999, 2.949, -4.426)
C (-3.805, 2.102, -3.399)
F (-3.811, 2.847, -2.283)
F (-4.873, 1.299, -3.352)
C (-2.519, 1.339, -3.550)
C (-1.663, 1.610, -4.595)
C (-0.448, 0.936, -4.704)
C (-0.142, 0.003, -3.736)
N (-0.978, -0.275, -2.736)
C (-2.157, 0.364, -2.597)
S (-3.018, -0.115, -1.184)
H (-1.940, 2.358, -5.325)
H (0.243, 1.139, -5.508)
H (0.795, -0.542, -3.744)
C (4.442, -2.513, 2.372)
C (2.993, -2.439, 2.817)
N (2.427, -1.105, 2.618)
C (2.529, -0.201, 3.772)
C (1.277, -0.257, 4.630)
C (1.799, -0.719, 1.509)
S (1.763, -1.854, 0.176)
N (1.303, 0.536, 1.573)
C (0.495, 1.025, 0.661)
O (0.056, 0.397, -0.355)
C (0.033, 2.427, 0.818)
C (0.390, 3.173, 1.939)
C (-0.070, 4.470, 2.084)
C (-0.892, 5.027, 1.111)
C (-1.253, 4.285, -0.003)
C (-0.793, 2.987, -0.150)
H (4.855, -3.498, 2.586)
H (5.053, -1.772, 2.891)
H (4.520, -2.333, 1.301)
H (2.897, -2.656, 3.883)
H (2.381, -3.158, 2.278)
H (2.704, 0.807, 3.405)
H (3.412, -0.516, 4.330)
H (0.410, 0.035, 4.040)
H (1.368, 0.420, 5.480)
H (1.107, -1.262, 5.018)
H (1.024, 2.721, 2.690)
H (0.204, 5.046, 2.958)
H (-1.255, 6.040, 1.229)
H (-1.904, 4.711, -0.755)
H (-1.086, 2.398, -1.007)
Cl (-1.587, -1.543, 1.575)

Computed properties:
Spin multiplicity = 1
Total charge = 0
Relative energy (zero: lowest compared OMol25 entry of this formula, charge and spin) = 0.0 kcal per mole

=====

Record 2
Formula: C4H7NO2
Source: the Open Molecules 2025 dataset
Level of theory: ωB97M-V/def2-TZVPD

Positions of all 14 atoms, in Å:
C (0.369, -1.054, -1.325)
N (1.136, -1.438, -0.395)
C (2.060, -0.624, 0.224)
O (1.794, 0.185, 1.093)
H (0.403, -0.053, -1.763)
H (-0.373, -1.750, -1.716)
H (3.103, -0.835, -0.067)
C (-1.198, 1.452, -0.037)
C (-1.638, 0.453, 0.735)
O (-0.938, -0.237, 1.651)
H (-1.871, 1.934, -0.737)
H (-0.186, 1.838, 0.050)
H (-2.663, 0.091, 0.673)
H (0.001, 0.038, 1.612)

Computed properties:
Spin multiplicity = 1
Total charge = 0
Relative energy (zero: lowest compared OMol25 entry of this formula, charge and spin) = 55.7 kcal per mole
SMILES string = C=NC=O.C=CO

=====

Record 3
Formula: C2H7N3O2
Source: the Open Molecules 2025 dataset
Level of theory: ωB97M-V/def2-TZVPD

Positions of all 14 atoms, in Å:
H (4.485, -3.520, 0.821)
N (3.886, -3.297, 0.029)
C (2.778, -2.890, 0.314)
N (2.346, -2.568, 1.620)
H (2.133, -2.446, -0.428)
H (2.865, -2.846, 2.370)
H (1.268, -2.579, 1.794)
O (2.090, 2.319, -1.075)
C (2.049, 1.238, -0.747)
O (1.971, 0.149, -0.428)
N (2.941, 4.749, 0.188)
H (3.014, 5.296, -0.648)
H (2.874, 3.821, -0.068)
H (3.772, 4.950, 0.830)

Computed properties:
Spin multiplicity = 1
Total charge = 0
Relative energy (zero: lowest compared OMol25 entry of this formula, charge and spin) = 32.2 kcal per mole
SMILES string = [H]/N=C\N.O=C=O.N

=====

Record 4
Formula: C19H36INO6
Source: the Open Molecules 2025 dataset
Level of theory: ωB97M-V/def2-TZVPD

Positions of all 63 atoms, in Å:
O (2.809, 0.947, -1.245)
C (4.010, 0.373, -1.071)
C (5.433, 0.887, -1.778)
C (6.588, 0.104, -0.883)
I (7.680, -1.390, -2.115)
C (5.684, -0.805, 0.176)
N (4.183, -0.833, -0.142)
H (5.444, 0.724, -2.961)
H (5.428, 2.020, -1.467)
H (7.334, 0.864, -0.400)
H (6.062, -1.900, -0.023)
H (5.932, -0.279, 1.192)
H (3.535, -0.724, 0.673)
C (1.796, 3.780, -0.787)
C (1.571, 5.235, -0.471)
C (0.215, 5.811, -0.782)
O (2.461, 5.926, 0.022)
H (2.818, 3.502, -0.510)
H (1.098, 3.164, -0.215)
H (1.665, 3.608, -1.859)
H (-0.552, 5.285, -0.210)
H (0.014, 5.729, -1.854)
H (0.198, 6.870, -0.502)
C (-3.405, 2.520, 0.915)
C (-3.584, 3.738, 0.048)
C (-4.989, 4.231, -0.174)
O (-2.620, 4.308, -0.459)
H (-2.339, 2.280, 0.987)
H (-3.787, 2.720, 1.919)
H (-3.927, 1.669, 0.472)
H (-5.442, 4.507, 0.781)
H (-5.581, 3.455, -0.666)
H (-4.965, 5.115, -0.819)
C (-5.874, -1.681, 0.686)
C (-6.099, -0.226, 1.002)
C (-7.454, 0.350, 0.691)
O (-5.209, 0.465, 1.496)
H (-4.852, -1.959, 0.963)
H (-6.571, -2.298, 1.259)
H (-6.005, -1.853, -0.385)
H (-8.222, -0.176, 1.264)
H (-7.656, 0.268, -0.380)
H (-7.471, 1.408, 0.971)
C (-8.558, -4.580, 4.020)
C (-8.620, -3.090, 3.814)
C (-9.258, -2.265, 4.900)
O (-8.166, -2.567, 2.798)
H (-8.072, -5.046, 3.157)
H (-7.975, -4.807, 4.916)
H (-9.570, -4.984, 4.113)
H (-8.705, -2.390, 5.834)
H (-10.301, -2.567, 5.031)
H (-9.232, -1.208, 4.615)
C (10.465, -5.073, -4.395)
C (10.966, -3.928, -3.556)
C (12.348, -4.048, -2.972)
O (10.272, -2.933, -3.355)
H (9.453, -4.848, -4.750)
H (11.117, -5.212, -5.261)
H (10.430, -5.986, -3.795)
H (13.083, -4.141, -3.775)
H (12.397, -4.915, -2.309)
H (12.576, -3.149, -2.391)

Computed properties:
Spin multiplicity = 1
Total charge = 0
SMILES string = O=C1C[C@H](I)CN1.CC(C)=O.CC(C)=O.CC(C)=O.CC(C)=O.CC(C)=O

=====

Record order is preserved below.
HOMO: -8.18, -8.85, -9.51, -8.70 eV
Record order is preserved below.
LUMO level: -0.0044, 0.0186, 0.0173, 0.0188 Eh